No. 1
Here is a molecular structure, C36H40N3O3OsPS2Sb2 at a distorted geometry from the Open Molecules 2025 dataset. Energies are from the ωB97M-V functional and the def2-TZVPD basis.

Values from the calculation:
max |F|	1.2	eV/A
spin multiplicity	1
total charge	+2
lowest unoccupied orbital energy	-7.5	eV
ΔE to the lowest compared entry with this formula, charge and spin	0.0000	eV
HOMO	-12.67	eV
electronic energy	-3494.03657	Ha
HOMO-LUMO gap	5.19	eV

```
88
C36H40N3O3OsPS2Sb2 the ωB97M-V functional and the def2-TZVPD basis
Os -0.240 -1.074 -0.417
C 1.519 1.433 -3.215
C 0.015 1.303 -3.426
C -0.643 2.616 -3.023
Sb -0.545 2.897 -0.894
C -0.360 4.963 -0.575
C 0.153 5.504 0.595
C 0.174 6.880 0.756
C -0.318 7.705 -0.246
C -0.826 7.160 -1.415
C -0.845 5.785 -1.589
C -2.464 2.237 -0.353
C -3.303 3.068 0.377
C -4.611 2.661 0.596
C -5.060 1.445 0.103
C -4.212 0.618 -0.623
C -2.909 1.021 -0.852
Sb 1.955 1.431 -1.127
C 1.897 -0.618 -0.714
C 1.402 -1.572 -1.691
C 1.926 -2.941 -1.661
C 2.794 -3.310 -0.706
C 3.224 -2.378 0.316
C 2.797 -1.100 0.329
C 3.994 1.950 -0.915
C 4.862 1.179 -1.671
C 6.219 1.451 -1.598
C 6.686 2.466 -0.775
C 5.802 3.218 -0.015
C 4.442 2.960 -0.082
H 1.853 2.396 -3.607
H 2.120 0.663 -3.700
H -0.409 0.472 -2.833
H -0.219 1.049 -4.461
H -0.136 3.452 -3.507
H -1.705 2.668 -3.269
H 0.534 4.871 1.386
H 0.570 7.307 1.666
H -0.306 8.778 -0.115
H -1.209 7.803 -2.195
H -1.248 5.376 -2.507
H -2.955 4.010 0.780
H -5.277 3.297 1.162
H -6.081 1.140 0.285
H -4.560 -0.326 -1.017
H -2.206 0.403 -1.405
H 1.039 -1.234 -2.664
H 1.601 -3.624 -2.435
H 3.188 -4.317 -0.693
H 3.928 -2.712 1.065
H 3.179 -0.405 1.066
H 4.510 0.372 -2.304
H 6.911 0.863 -2.185
H 7.746 2.668 -0.724
H 6.169 4.003 0.630
H 3.755 3.548 0.514
O -0.318 0.574 0.851
N 0.657 0.556 1.744
C 0.626 1.458 2.661
C 1.690 1.490 3.608
N 2.537 1.533 4.381
C -0.381 2.473 2.718
N -1.194 3.282 2.755
C -3.811 -4.639 3.069
C -3.275 -3.649 2.062
C -4.347 -2.993 1.222
O -2.387 -4.427 1.173
P -1.141 -3.897 0.400
S -1.542 -2.746 -1.261
S -0.067 -2.478 1.398
O -0.369 -5.159 -0.065
C -0.024 -6.361 0.734
C -1.181 -7.331 0.714
C 0.442 -5.964 2.116
H -4.469 -4.127 3.770
H -3.003 -5.097 3.637
H -4.383 -5.418 2.569
H -2.633 -2.904 2.541
H -4.934 -3.745 0.696
H -3.915 -2.303 0.499
H -5.016 -2.430 1.873
H 0.810 -6.758 0.155
H -2.008 -6.982 1.330
H -0.838 -8.286 1.112
H -1.530 -7.496 -0.303
H -0.377 -5.558 2.714
H 1.257 -5.242 2.074
H 0.806 -6.853 2.631
```

No. 2
Here is a molecular structure, C36H41AsN2O5SeW from the Open Molecules 2025 dataset. Energies are from the ωB97M-V functional and the def2-TZVPD basis.

Values from the calculation:
max |F|	0.9	eV/A
spin multiplicity	1
total charge	+2
lowest unoccupied orbital energy	-8.0	eV
ΔE to the lowest compared entry with this formula, charge and spin	2.2939	eV
HOMO	-13.74	eV
electronic energy	-6585.87911	Ha
HOMO-LUMO gap	5.74	eV

```
87
C36H41AsN2O5SeW the ωB97M-V functional and the def2-TZVPD basis
W -0.971 -0.841 -0.248
O 2.082 -1.486 -0.570
C 3.029 -0.421 -0.450
C 3.091 0.150 0.957
N 1.828 0.706 1.425
C 1.309 1.899 0.780
C 0.059 1.359 0.154
O -1.016 1.240 0.767
O 0.140 0.655 -0.961
C 1.233 0.263 2.650
C 0.181 -0.851 2.558
O -0.424 -1.333 3.440
O -0.047 -1.322 1.225
H 2.500 -2.303 -0.279
H 2.711 0.345 -1.159
H 4.024 -0.756 -0.750
H 3.877 0.914 0.984
H 3.380 -0.639 1.654
H 2.005 2.257 0.024
H 1.081 2.706 1.478
H 0.732 1.083 3.172
H 1.991 -0.112 3.341
C -6.171 -3.645 -6.535
C -5.220 -3.063 -5.533
C -3.849 -3.306 -5.618
C -2.945 -2.752 -4.731
C -1.487 -3.076 -4.887
C -3.452 -1.926 -3.708
As -2.265 -0.952 -2.564
N -1.164 -2.254 -1.401
C -1.497 -3.614 -1.056
C -2.605 -4.276 -1.569
C -2.885 -5.561 -1.127
C -2.067 -6.183 -0.196
C -0.951 -5.521 0.299
C -0.660 -4.239 -0.130
C -1.037 -0.027 -3.744
C -1.667 1.133 -4.244
C -3.113 1.459 -3.936
C -0.967 1.984 -5.077
C 0.356 1.733 -5.429
C 1.111 2.678 -6.318
C 0.954 0.594 -4.917
C 0.295 -0.302 -4.077
C 1.104 -1.503 -3.647
C -4.829 -1.693 -3.562
C -5.452 -0.889 -2.456
C -5.681 -2.265 -4.498
H -5.710 -4.452 -7.101
H -6.483 -2.873 -7.242
H -7.070 -4.024 -6.050
H -3.473 -3.954 -6.401
H -1.363 -3.985 -5.472
H -1.010 -3.239 -3.922
H -0.970 -2.269 -5.407
H -3.247 -3.804 -2.295
H -3.750 -6.077 -1.521
H -2.292 -7.185 0.141
H -0.302 -6.006 1.015
H 0.220 -3.722 0.231
H -3.399 1.246 -2.897
H -3.784 0.896 -4.589
H -3.309 2.518 -4.090
H -1.466 2.866 -5.463
H 0.465 3.089 -7.092
H 1.955 2.184 -6.794
H 1.498 3.517 -5.736
H 1.982 0.375 -5.186
H 2.055 -1.174 -3.232
H 1.330 -2.119 -4.519
H 0.616 -2.125 -2.909
H -4.720 -0.395 -1.823
H -6.056 -1.537 -1.820
H -6.116 -0.128 -2.867
H -6.746 -2.083 -4.404
Se -3.037 -1.150 1.032
C -4.322 0.225 0.565
C -4.020 1.401 -0.110
C -5.046 2.287 -0.401
C -6.351 2.009 -0.014
C -6.634 0.840 0.675
C -5.618 -0.060 0.966
H -3.011 1.647 -0.402
H -4.822 3.208 -0.923
H -7.144 2.710 -0.239
H -7.645 0.621 0.992
H -5.836 -0.978 1.499
```